Entry from the Open Molecules 2025 dataset: a gas-phase ion, C4H12NO (charge +1) in a non-equilibrium geometry (the ωB97M-V functional and the def2-TZVPD basis).

Values from the calculation:
Orbital gap = 11.937 eV
Relative energy (zero: lowest compared OMol25 entry of this formula, charge and spin) = 1.758 eV
LUMO = -3.275 eV
Strongest force on any atom = 3.51 eV/Å

The geometry in ORCA input format:
```
! RIJCOSX wB97M-V def2-TZVPD def2/J DEFGRID3
* xyz 1 1
C -0.56146 1.96301 1.16337
C -0.05164 0.74740 0.49570
N -0.53504 -0.59041 1.32628
C -0.42607 0.40995 -1.00128
C 0.51168 -0.68544 -1.56651
O 1.02401 -1.72146 -0.60652
H -0.03475 2.07707 2.10154
H -1.68808 1.99300 0.99809
H -0.34839 2.87652 0.52492
H 1.07202 0.64797 0.56166
H -0.38511 -1.37960 0.65106
H 0.04307 -0.56044 2.15188
H -1.48080 -0.31652 1.73096
H -1.39811 -0.05377 -1.10920
H -0.38400 1.19586 -1.80268
H 0.07104 -1.31652 -2.31493
H 1.35453 -0.31824 -2.16450
H 1.89668 -1.55032 -0.30826
*
```